Entry 1:
Density functional theory data (ωB97M-V with the def2-TZVPD basis set) for C40H41Cl8CuF6N6O14S2 as an isolated structure at a distorted geometry.

XYZ file:
```
118
Properties=species:S:1:pos:R:3:forces:R:3:mulliken_charge:R:1
Cu -1.028 -3.192 -0.914 1.35 2.52 1.05 0.832
C -0.929 -2.456 2.999 -1.63 0.97 -0.50 0.339
F -0.332 -2.948 4.038 0.75 0.17 0.19 -0.169
F -1.791 -3.392 2.548 0.46 1.03 0.00 -0.219
F -1.593 -1.308 3.344 1.22 -2.01 -0.90 -0.096
S 0.374 -2.196 1.532 2.65 2.46 1.80 1.224
O 1.620 -1.591 2.106 -3.88 -1.52 -1.79 -0.398
O 0.520 -3.467 0.912 -0.75 -2.22 -0.85 -0.655
N -0.402 -1.362 0.198 0.51 -4.72 2.36 0.487
S -0.293 0.136 0.511 -2.39 7.72 -2.54 -0.085
O -1.283 0.946 -0.265 1.99 -2.52 1.07 -0.193
O -0.191 0.515 1.893 0.39 -1.06 -0.68 -0.186
C 1.393 0.525 -0.371 -1.50 1.24 -0.39 0.099
F 2.222 0.836 0.582 0.64 0.61 -0.11 0.016
F 1.857 -0.508 -1.048 -0.06 -0.14 -0.23 -0.067
F 1.187 1.572 -1.275 0.58 -1.63 1.63 -0.161
Cl 5.155 -0.235 -5.703 -0.70 0.20 -0.20 -0.188
C 4.106 -0.118 -4.273 -0.30 -0.32 1.86 0.288
C 3.793 1.312 -3.785 1.50 -0.57 -1.18 0.001
Cl 2.738 2.200 -4.913 -0.23 -0.02 0.06 -0.217
H 4.736 -0.604 -3.527 0.04 0.34 0.39 -0.109
H 3.219 -0.750 -4.239 -0.11 0.03 -1.06 -0.017
H 4.783 1.759 -3.876 -0.25 0.67 0.41 0.420
H 3.405 1.416 -2.772 -0.01 -0.35 -0.19 -0.171
Cl -0.955 5.216 1.758 0.34 -0.15 -0.09 -0.176
C -1.898 4.485 0.420 0.02 0.77 0.76 -0.044
C -3.262 4.145 0.917 -0.78 0.33 -1.36 -0.543
Cl -3.179 2.895 2.105 -0.26 -0.85 1.03 -0.016
H -1.440 3.550 0.099 0.36 0.41 -0.29 -0.169
H -1.985 5.301 -0.297 0.21 -0.49 -0.43 0.379
H -3.782 3.734 0.052 -0.19 -0.13 -0.07 0.136
H -3.863 4.998 1.233 0.33 -0.03 0.40 0.416
Cl 6.589 -2.447 -2.012 -0.36 -0.50 1.14 -0.208
C 5.919 -3.180 -0.427 -0.77 0.63 -1.63 -0.405
C 4.699 -2.388 0.054 -0.29 -1.50 -0.19 0.294
Cl 5.226 -1.389 1.325 0.42 2.16 1.62 -0.190
H 6.693 -3.127 0.338 0.00 -0.35 -0.42 0.499
H 5.573 -4.177 -0.699 0.54 -0.05 0.10 0.142
H 4.026 -3.075 0.566 -0.15 -0.33 -0.38 0.031
H 4.102 -1.838 -0.674 0.47 -0.05 -0.24 -0.124
Cl 0.219 1.101 6.392 0.06 -1.01 -0.24 -0.200
C 1.423 0.190 5.384 1.04 1.80 0.22 -0.230
C 1.926 1.199 4.321 -0.35 -0.62 0.12 0.038
Cl 2.972 2.476 5.043 -0.20 -0.65 -0.09 -0.171
H 1.134 -0.794 5.015 -0.74 0.42 -0.19 0.062
H 2.292 0.002 6.014 -0.18 -0.01 0.28 0.477
H 1.128 1.764 3.838 -0.07 -0.39 0.05 0.041
H 2.463 0.604 3.582 0.34 0.40 -0.09 -0.015
C -7.146 -0.560 -2.181 0.07 -1.19 1.63 -0.670
C -6.810 -1.919 -1.998 1.56 0.40 0.35 -0.426
C -5.702 -2.315 -1.187 -0.93 1.04 -0.86 -0.600
C -4.973 -1.300 -0.555 -0.87 0.08 -0.23 0.230
C -5.329 0.056 -0.657 -0.31 -1.21 -0.58 -0.327
C -6.437 0.409 -1.469 0.93 -0.30 1.23 -0.499
N -3.860 -1.668 0.355 -0.24 -0.03 -1.70 0.966
O -3.631 -1.009 1.300 0.15 0.91 1.24 -0.361
O -3.172 -2.647 0.029 0.62 -1.06 -0.69 -0.491
H -8.125 -0.410 -2.612 0.23 0.62 -0.47 0.438
H -7.390 -2.660 -2.528 -0.02 -0.17 0.20 0.425
H -5.475 -3.362 -1.050 0.09 0.03 0.05 0.438
H -4.730 0.757 -0.094 -0.21 0.33 0.02 0.552
H -6.752 1.430 -1.314 -0.23 0.14 -0.70 0.454
C -4.511 0.343 5.183 1.06 -1.20 1.74 -0.596
C -5.693 0.237 5.882 -0.47 -0.29 1.12 -0.514
C -5.746 -0.248 7.220 0.59 0.03 -0.08 -0.489
C -4.605 -0.741 7.813 1.28 0.40 -2.12 0.377
C -3.400 -0.804 7.059 -0.35 0.54 0.64 -0.574
C -3.315 -0.203 5.819 -2.04 0.25 -1.34 -0.176
N -4.612 -1.216 9.189 -1.48 0.20 -0.70 0.870
O -3.630 -0.969 9.867 -0.99 -0.81 0.09 -0.522
O -5.692 -1.756 9.483 1.92 0.40 0.91 -0.543
H -4.521 0.769 4.191 0.29 -0.05 -0.06 0.508
H -6.650 0.483 5.446 0.06 0.39 -0.17 0.372
H -6.619 -0.225 7.855 -0.37 0.03 -0.42 0.420
H -2.549 -1.282 7.522 0.19 0.09 -0.05 0.370
H -2.441 -0.250 5.186 0.29 0.10 0.51 0.470
C 3.748 -4.629 -5.810 -0.72 0.97 2.47 -0.463
C 2.449 -4.098 -5.504 2.29 -1.38 -0.37 -0.712
C 1.983 -4.172 -4.200 -2.19 0.54 -1.99 0.126
C 2.651 -4.729 -3.160 2.90 0.06 0.74 -0.059
C 4.015 -5.090 -3.359 -0.04 -0.52 -2.06 -0.289
C 4.542 -5.063 -4.708 -1.85 0.53 0.52 -0.630
N 2.039 -4.614 -1.828 1.35 -2.13 2.62 0.720
O 1.075 -3.841 -1.760 -0.43 -0.28 0.17 -0.152
O 2.493 -5.275 -0.831 -1.47 2.35 -3.64 -0.492
H 4.179 -4.536 -6.796 -0.09 -0.22 -0.07 0.403
H 1.856 -3.707 -6.318 -0.22 0.11 0.22 0.407
H 0.955 -3.859 -4.096 0.03 0.21 0.43 0.276
H 4.695 -5.482 -2.618 -0.34 0.18 0.42 0.546
H 5.566 -5.333 -4.919 0.05 -0.16 0.37 0.412
C -3.146 2.492 -4.102 -1.98 1.60 0.12 -0.335
C -3.726 1.359 -3.624 0.30 -2.52 0.11 -0.683
C -2.948 0.194 -3.409 0.66 0.59 -0.68 -0.057
C -1.549 0.244 -3.743 -1.75 1.60 0.44 -0.218
C -1.035 1.477 -4.200 0.37 -0.06 0.11 0.209
C -1.856 2.618 -4.402 3.17 -1.45 0.89 -0.830
N -0.625 -0.841 -3.426 2.80 -0.69 -0.77 0.638
O 0.539 -0.807 -3.923 -3.74 -0.19 1.71 -0.445
O -1.006 -1.795 -2.680 -0.07 1.06 -0.86 -0.230
H -3.749 3.386 -4.163 -0.28 0.05 -0.11 0.389
H -4.798 1.418 -3.511 0.00 -0.61 0.43 0.411
H -3.370 -0.739 -3.064 -0.16 0.05 0.12 0.533
H 0.039 1.553 -4.279 0.13 0.10 -0.23 0.256
H -1.441 3.613 -4.475 0.34 -0.17 -0.70 0.416
C 3.553 5.200 -1.892 -1.64 -0.13 1.07 -0.529
C 2.760 4.436 -0.990 1.81 -0.16 0.67 -0.613
C 3.355 3.977 0.219 1.39 0.82 -0.37 -0.185
C 4.713 4.359 0.537 -2.45 -0.65 -1.54 -0.189
C 5.392 5.188 -0.351 0.34 -0.89 1.80 -0.388
C 4.796 5.619 -1.517 0.99 0.39 0.06 -0.573
N 5.363 3.834 1.776 1.68 1.63 -0.64 0.962
O 4.693 3.380 2.664 -0.34 -0.40 -0.21 -0.512
O 6.587 4.022 1.830 -1.36 -0.53 -0.02 -0.590
H 3.112 5.610 -2.789 -0.08 -0.19 -0.14 0.456
H 1.729 4.216 -1.225 0.01 -0.16 0.04 0.503
H 2.866 3.341 0.943 -0.36 0.08 -0.07 0.725
H 6.386 5.448 -0.017 0.14 0.34 -0.42 0.487
H 5.353 6.350 -2.085 -0.05 -0.13 -0.39 0.396
```
Forces are in eV/Å.

Values from the calculation:
Total charge   +1
⟨S²⟩   0.754
Spin multiplicity   2
E_HOMO (spin up / spin down)   -11.13 / -11.13 eV
DFT total energy   -262517.695 eV
Molecular weight   1355.1 g mol⁻¹

Entry 2:
Density functional theory data (ωB97M-V with the def2-TZVPD basis set) for C40H41CuGeOS4SiTe as an isolated structure at a distorted geometry.

XYZ file:
```
90
Properties=species:S:1:pos:R:3:forces:R:3:mulliken_charge:R:1
Cu 0.506 0.282 -0.196 0.15 -0.73 1.75 0.253
C -0.953 -1.207 2.386 0.02 0.06 -0.09 -1.107
C -0.262 0.020 2.980 0.01 -0.01 -0.02 -0.710
S 0.059 1.382 1.807 -0.21 -0.01 -0.09 0.079
C 1.704 1.878 2.361 -0.03 -0.07 0.00 -0.645
C 2.801 0.806 2.331 0.03 -0.04 -0.10 -1.397
S 2.780 -0.377 0.939 -0.12 0.11 0.12 0.468
C 2.315 -1.920 1.799 0.08 0.01 -0.02 -1.258
C 1.193 -2.703 1.141 -0.08 0.06 0.01 0.010
S -0.356 -1.834 0.800 0.11 0.03 0.08 0.039
H -2.000 -0.984 2.175 0.00 0.00 0.03 0.373
H -0.928 -2.021 3.112 -0.05 0.02 0.03 0.541
H 0.687 -0.253 3.434 -0.01 0.01 0.01 0.184
H -0.899 0.429 3.765 0.03 -0.03 0.03 0.601
H 1.620 2.284 3.370 0.02 -0.02 0.00 0.690
H 1.954 2.712 1.711 0.05 0.09 -0.11 0.301
H 2.801 0.220 3.248 0.01 0.01 0.00 0.530
H 3.766 1.311 2.292 -0.01 0.01 0.03 0.536
H 2.072 -1.669 2.829 0.01 -0.04 0.00 0.586
H 3.203 -2.554 1.815 0.00 0.00 0.02 0.630
H 0.981 -3.596 1.731 0.01 0.00 0.00 0.769
H 1.504 -3.027 0.145 -0.02 -0.05 0.10 -0.695
Te -2.947 0.111 -1.335 -0.27 0.10 -0.05 0.259
C -4.467 1.491 -1.144 0.06 -0.19 0.24 0.124
C -5.193 2.096 -2.142 -0.03 0.07 0.02 -0.276
C -6.165 2.997 -1.646 0.05 -0.02 0.01 -0.614
C -6.165 3.061 -0.281 0.05 -0.01 0.09 -0.482
S -4.989 2.034 0.403 -0.07 0.02 -0.09 -0.094
H -5.028 1.894 -3.190 0.00 -0.01 -0.03 0.448
H -6.838 3.570 -2.266 -0.02 0.00 -0.03 0.391
H -6.801 3.658 0.353 -0.03 0.03 -0.02 0.408
O 0.229 -0.009 -2.061 0.40 -0.28 -1.01 1.960
Si 0.801 -1.208 -3.132 -0.36 -0.72 0.14 -0.654
C 1.292 -0.589 -4.818 0.05 0.18 0.06 0.781
C 0.371 0.060 -5.647 -0.07 -0.05 -0.07 -0.453
C 0.723 0.477 -6.921 -0.01 -0.03 0.02 -0.870
C 2.003 0.227 -7.401 0.01 -0.02 0.01 -0.593
C 2.916 -0.456 -6.612 0.00 0.02 -0.06 -0.758
C 2.562 -0.859 -5.333 0.02 0.06 0.11 -0.186
C -0.578 -2.442 -3.403 -0.03 0.11 -0.02 0.281
C -1.506 -2.793 -2.421 0.05 -0.04 -0.01 0.527
C -2.458 -3.776 -2.643 -0.01 -0.03 -0.01 -1.278
C -2.495 -4.439 -3.861 -0.01 -0.02 0.01 -0.545
C -1.576 -4.115 -4.848 0.03 0.00 -0.04 -0.889
C -0.629 -3.127 -4.621 -0.04 0.05 0.02 -0.349
C 2.232 -2.138 -2.360 0.01 0.00 0.05 0.608
C 3.453 -1.530 -2.052 -0.01 -0.01 -0.02 0.329
C 4.506 -2.258 -1.517 -0.02 0.06 0.00 -0.595
C 4.360 -3.617 -1.278 -0.01 -0.03 0.00 -0.884
C 3.163 -4.247 -1.592 0.05 -0.04 -0.03 -0.433
C 2.116 -3.515 -2.134 -0.05 0.07 -0.06 -1.055
H -0.646 0.229 -5.306 0.05 0.00 0.01 0.615
H -0.001 0.983 -7.544 -0.01 0.01 -0.01 0.432
H 2.281 0.548 -8.397 0.00 0.01 -0.01 0.407
H 3.904 -0.674 -6.995 0.02 -0.01 0.01 0.451
H 3.287 -1.385 -4.723 0.01 0.01 -0.03 0.404
H -1.478 -2.307 -1.457 0.00 -0.03 0.01 -0.149
H -3.169 -4.029 -1.867 0.00 0.01 0.02 0.484
H -3.235 -5.207 -4.040 -0.01 0.00 0.00 0.392
H -1.599 -4.629 -5.800 -0.01 -0.01 -0.01 0.436
H 0.076 -2.881 -5.405 0.01 -0.01 -0.04 0.416
H 3.590 -0.473 -2.243 0.03 0.07 0.03 0.255
H 5.441 -1.763 -1.287 0.01 0.01 0.00 0.477
H 5.183 -4.188 -0.867 0.00 -0.01 0.01 0.418
H 3.048 -5.310 -1.427 0.01 -0.02 0.00 0.426
H 1.190 -4.020 -2.383 0.00 -0.03 0.01 0.360
Ge 0.532 1.762 -2.452 -0.13 0.91 -1.20 -0.316
C 2.457 1.960 -2.554 -0.07 0.14 0.23 0.115
C 3.111 2.036 -3.780 -0.04 0.05 -0.05 0.138
C 4.493 2.159 -3.830 -0.01 -0.02 -0.12 -0.756
C 5.234 2.213 -2.660 0.01 0.00 0.08 -0.765
C 4.593 2.158 -1.429 0.00 -0.01 -0.02 -1.377
C 3.214 2.038 -1.383 0.11 -0.08 -0.23 0.169
C -0.353 3.068 -1.321 0.26 -0.14 0.06 0.415
C -1.703 3.333 -1.526 0.05 0.05 0.08 -0.780
C -2.338 4.336 -0.806 -0.05 -0.02 -0.02 -0.738
C -1.619 5.097 0.103 -0.04 0.04 0.01 -0.762
C -0.261 4.874 0.276 0.11 -0.03 0.03 -0.561
C 0.373 3.866 -0.436 -0.30 0.09 -0.05 -0.424
H -0.166 1.805 -3.812 0.11 0.27 0.00 -0.306
H 2.547 1.994 -4.706 0.01 -0.02 0.03 0.503
H 4.990 2.208 -4.790 0.01 0.00 0.01 0.449
H 6.312 2.302 -2.704 0.02 0.01 -0.01 0.413
H 5.167 2.203 -0.512 0.02 0.00 0.00 0.455
H 2.722 1.963 -0.425 -0.06 0.08 0.17 0.377
H -2.264 2.767 -2.257 -0.01 0.04 -0.06 1.138
H -3.390 4.530 -0.966 -0.04 -0.02 -0.01 0.425
H -2.110 5.884 0.658 -0.01 0.00 0.01 0.426
H 0.307 5.498 0.954 0.00 0.00 0.00 0.466
H 1.438 3.738 -0.340 0.21 -0.03 0.06 0.585
```
Forces are in eV/Å.

Values from the calculation:
Total charge   +1
⟨S²⟩   0.760
Spin multiplicity   2
E_HOMO (spin up / spin down)   -10.27 / -10.27 eV
Relative energy (zero: lowest compared OMol25 entry of this formula, charge and spin)   0.000 eV
DFT total energy   -203857.674 eV
Molecular weight   957.9 g mol⁻¹